# 1
This record from the OMol25 dataset describes a molecular structure, C9H16N2O4. The level of theory is wB97M-V/def2-TZVPD.

Structure (XYZ):
```
31
Properties=species:S:1:pos:R:3:forces:R:3
C 1.585754 0.719278 0.672975 0.11 -1.97 1.72
C 0.012500 0.672567 0.319637 -0.94 -0.27 4.12
C 1.728638 1.415845 2.155776 -2.53 1.37 -2.69
C 0.928833 0.609232 3.204939 3.24 -0.18 0.95
C -1.680405 -0.185672 -1.221525 4.62 1.95 -1.70
C -2.146149 -1.247809 -0.372072 -1.20 -0.77 2.39
C -1.445414 -0.806117 -2.703752 -2.09 1.39 0.64
C -0.064713 -1.227329 -2.833120 1.33 -5.68 4.13
C 0.833121 -0.388166 -1.935327 -3.21 -3.41 2.61
H 2.764340 2.397960 -0.190381 -0.62 -5.03 -1.39
H 3.841824 0.230570 -0.573860 -3.89 2.91 0.49
H 1.749568 -0.473948 0.975393 -0.17 2.85 -1.18
H 1.119333 2.460676 2.139723 1.68 -2.12 -0.43
H 3.516763 0.818676 2.657742 -0.99 2.14 -0.26
H 1.659534 -0.149773 3.689000 -1.32 0.22 -1.25
H -0.081943 0.256355 2.889285 1.11 0.65 0.80
H 1.142306 1.388050 3.943763 -1.79 -0.19 0.91
H -2.169340 0.817787 -1.050290 -0.28 -1.56 -0.72
H -1.440949 0.003650 -3.381452 -1.49 1.18 -0.94
H -2.163262 -1.624029 -2.920862 0.23 0.96 -0.09
H 0.430732 -1.396795 -3.761327 -0.35 0.23 -1.09
H -0.158631 -2.408051 -2.347697 1.01 2.90 -1.14
H 1.717933 -1.010046 -1.670800 -0.98 0.40 1.12
H 1.254001 0.274222 -2.528372 1.47 4.24 -2.14
H -3.715928 -2.323787 -0.242365 0.30 4.59 -0.72
N 2.447098 1.127003 -0.566397 2.93 2.25 3.40
N -0.221853 0.158855 -0.848974 0.48 -1.68 -3.95
O -0.958551 0.808698 1.193092 3.45 0.40 -3.49
O 3.047645 1.718921 2.526478 0.79 -2.44 0.18
O -1.518911 -1.991829 0.354232 -0.89 0.47 -1.44
O -3.514681 -1.239977 -0.504436 -0.02 -5.78 1.15
```
Forces are in eV/Å.

ΔE to the lowest compared entry with this formula, charge and spin = 9.691 eV

---

# 2
This record from the OMol25 dataset describes a molecular structure, C9H16N2O5S. The level of theory is wB97M-V/def2-TZVPD.

Structure (XYZ):
```
33
Properties=species:S:1:pos:R:3:forces:R:3
C -2.720550 -2.707049 -0.282487 -0.20 -0.08 -0.22
C -2.492289 -0.591225 0.643098 -0.23 0.48 0.34
C -1.770870 0.503597 1.273813 -0.79 0.53 0.16
C 0.092137 1.559819 2.221882 0.04 1.21 -0.66
C 1.596193 1.368121 2.377683 -0.17 -0.54 0.37
C 2.421568 0.554497 0.290911 -0.12 -0.96 0.06
C 2.528654 1.159212 -1.104289 -0.21 0.09 0.26
C 1.613527 -0.761224 -2.199082 -0.31 -0.62 0.58
C 0.189987 -0.213062 -2.341714 0.40 0.34 0.51
H -2.090939 -3.548068 -0.499429 0.30 -0.38 -0.05
H -3.202852 -2.371699 -1.201788 0.16 0.25 0.06
H -3.495230 -2.986951 0.416848 -0.13 -0.02 0.29
H -0.106373 2.538006 1.666090 0.19 -1.29 0.63
H -0.418827 1.615004 3.186184 0.13 0.03 0.04
H 1.937230 2.097087 3.125885 -0.05 -0.22 -0.15
H 1.813208 0.336992 2.756190 -0.14 0.67 -0.18
H 3.332384 -0.050783 0.533776 -0.61 0.29 -0.24
H 1.519395 -0.112545 0.355314 0.83 0.59 0.00
H 3.406589 1.794521 -1.162206 0.22 -0.04 -0.03
H 1.673809 1.818741 -1.268426 -0.17 0.04 0.07
H 1.828342 -1.398691 -3.053955 0.11 0.08 -0.11
H 1.629470 -1.443286 -1.308196 0.03 0.48 -0.48
H -0.015838 0.498622 -1.523370 -0.06 -0.19 -0.15
H 0.084783 0.339879 -3.269683 -0.04 -0.02 -0.21
H -0.858532 -1.555159 -1.431304 -0.02 -0.04 0.32
N -3.769713 -0.383819 0.525084 0.34 0.44 0.17
N -2.538044 1.506577 1.613914 0.00 -0.61 -0.36
O -1.854840 -1.712773 0.282068 -0.28 0.05 -0.16
O -0.458705 0.452374 1.490766 0.14 -0.07 -0.11
O 2.320180 1.630933 1.200988 -0.13 0.24 0.02
O 2.638248 0.207179 -2.133645 0.12 -0.19 -0.23
O -0.740362 -1.273360 -2.338862 -0.01 0.03 -0.46
S -4.091738 1.128532 1.157944 0.69 -0.57 -0.10
```
Forces are in eV/Å.

ΔE to the lowest compared entry with this formula, charge and spin = 3.444 eV

---

# 3
This record from the OMol25 dataset describes a single C9H16N2O5S molecule. The level of theory is wB97M-V/def2-TZVPD.

Structure (XYZ):
```
33
Properties=species:S:1:pos:R:3:forces:R:3
C 1.736706 -1.031882 0.777731 -2.29 -0.13 -0.06
C 1.132583 -0.043121 -0.270383 0.72 0.23 0.80
C 1.164313 -0.686272 2.164702 1.53 1.28 0.42
C 1.609617 -1.667381 3.200191 -0.81 -1.22 0.93
C -0.736942 -1.517324 4.789149 0.34 -1.08 0.64
C -0.793442 0.669242 -1.582432 0.07 -1.82 1.02
C -2.288874 0.300612 -1.476677 -0.84 -1.60 -0.63
C -0.232894 0.593684 -2.998151 -1.05 1.45 -0.55
C -0.796463 1.728989 -3.885063 -0.16 -0.84 -0.75
H 3.415131 -0.025682 0.797505 0.49 0.80 -0.18
H 3.452612 -1.445996 0.017767 0.97 -0.17 -0.64
H 1.383848 -2.051107 0.500909 0.34 0.42 0.15
H 0.106970 -0.527528 2.241407 -0.66 0.06 -0.43
H 1.677884 0.260928 2.485057 -0.71 -0.38 -0.47
H 1.261028 -2.699365 2.992951 0.11 0.43 0.01
H 2.675641 -1.702174 3.261003 0.72 -0.05 -0.10
H -1.244733 -0.722485 4.239228 0.12 -0.17 0.02
H -1.093566 -1.518376 5.849864 0.23 0.08 -0.92
H -0.972060 -2.543805 4.360692 0.34 1.31 0.39
H -0.709626 -1.043549 -0.331639 0.58 0.46 -0.20
H -0.581127 1.621262 -1.171013 -0.18 1.28 0.21
H -0.486355 -0.321104 -3.480597 -0.33 -0.74 -0.35
H 0.842299 0.663095 -3.005472 0.41 0.24 0.38
H -1.162157 3.577923 -3.915483 0.28 -0.44 0.54
H -4.013250 0.927021 -2.123738 1.32 -0.21 -0.15
N 3.155765 -0.986965 0.848682 -0.21 -0.72 0.16
N -0.123019 -0.280557 -0.689239 -0.71 -0.58 -0.29
O 1.758810 0.950866 -0.623934 -0.15 -0.41 -0.04
O -2.744400 -0.688634 -0.907600 1.01 1.92 -0.45
O -1.199822 1.529154 -5.019000 0.57 0.78 1.61
O -0.790588 2.941648 -3.260659 -0.29 -0.32 -1.21
O -3.041005 1.078417 -2.274382 -0.80 0.32 0.64
S 1.099166 -1.259206 4.908479 -0.97 -0.17 -0.52
```
Forces are in eV/Å.

Structure (SMILES) = CSCC[C@H](N)C(=O)N[C@@H](CC(=O)O)C(=O)O
ΔE to the lowest compared entry with this formula, charge and spin = 0.175 eV

---

# 4
This record from the OMol25 dataset describes 2 unconnected molecules or ions with the total composition C9H16N3. The level of theory is wB97M-V/def2-TZVPD.

Structure (XYZ):
```
28
Properties=species:S:1:pos:R:3:forces:R:3
C -1.319061 0.163624 2.669000 0.18 -0.02 -0.03
C 1.143874 0.100257 2.204411 -0.36 -0.58 -1.57
C -0.168969 0.553953 1.822109 -0.12 0.36 1.63
C 2.209781 0.490690 1.443082 0.23 0.29 1.06
C -0.309527 1.585616 0.856471 0.32 0.48 -1.30
C 2.042954 1.504029 0.475385 -0.05 1.23 0.03
C 0.769138 2.069457 0.169580 -0.07 -1.06 0.58
H 1.211277 -0.675230 2.953856 0.19 0.23 0.29
H 3.213564 0.221799 1.750785 0.00 -0.26 -0.30
H -1.738353 1.086055 3.084815 -0.20 0.10 -0.08
H -1.023105 -0.452553 3.513436 0.00 -0.18 -0.12
H -1.250463 2.042564 0.589028 -0.45 -0.22 0.50
H 2.912839 2.038428 0.111222 0.16 -0.37 -0.27
H 0.629836 2.855087 -0.554606 0.28 0.17 -0.05
H -2.121548 -0.324860 2.108852 -0.04 0.07 -0.05
C -0.681128 0.464449 -2.846617 0.28 -0.53 -0.99
C -0.475500 -1.473694 -1.313981 -0.56 -0.31 -0.77
N -1.024885 -0.347112 -1.694913 0.12 0.14 0.57
N 0.492202 -2.052876 -2.019154 1.13 0.69 0.32
N -1.107317 -2.113359 -0.235682 0.67 -0.05 0.13
H -1.772535 -0.053344 -1.081081 -0.13 0.01 -0.18
H 1.027131 -1.483721 -2.666466 -0.30 -0.03 -0.20
H 1.106909 -2.734313 -1.590604 -0.54 -0.39 0.08
H -1.581525 -2.951007 -0.575995 -0.20 0.11 0.10
H -0.404720 -2.431191 0.429428 -0.14 -0.13 0.04
H -1.581591 0.897821 -3.262838 -0.09 0.29 0.17
H -0.304384 -0.187363 -3.631945 -0.08 -0.16 -0.12
H 0.105106 1.206794 -2.707575 -0.23 0.11 0.54
```
Forces are in eV/Å.

Net charge = +2
⟨S²⟩ = 0.77
ΔE to the lowest compared entry with this formula, charge and spin = 0.000 eV
Multiplicity = 2

---

# 5
This record from the OMol25 dataset describes a gas-phase ion, C9H16N3O (charge +1). The level of theory is wB97M-V/def2-TZVPD.

Structure (XYZ):
```
29
Properties=species:S:1:pos:R:3:forces:R:3
C -3.394032 0.632652 -0.110835 -0.79 -1.01 0.59
C -1.991148 0.757376 -0.082207 -1.48 0.09 0.15
C -1.653410 -0.504370 0.191109 4.14 -3.28 -0.09
C -1.163153 1.960936 -0.239090 1.07 2.32 0.42
C 0.223811 1.771037 0.501347 -2.54 0.04 -4.68
C 1.124535 0.799083 -0.218417 1.53 -0.45 -0.73
C 0.750397 -0.700968 -0.129808 -4.84 1.94 -1.08
C 2.494798 1.099130 0.423573 0.09 -1.59 0.25
C 1.476002 -1.656837 0.667185 1.06 -2.33 -0.47
N -3.799321 -0.629412 0.141443 -1.39 1.68 -1.11
N -2.730118 -1.405367 0.207001 1.61 1.89 0.43
N 0.514556 -1.279042 -1.537789 -1.47 0.82 1.70
O 0.815659 -2.945605 0.608909 0.32 1.49 -0.91
H -4.066869 1.472280 -0.232586 -0.32 -0.43 0.07
H -1.043336 2.188998 -1.348242 0.18 -0.17 1.32
H -1.590100 2.952700 0.219662 0.14 -2.12 -0.85
H 0.660914 2.718913 0.554616 1.00 1.38 -0.13
H 0.046302 1.480070 1.455582 -0.55 -1.21 2.95
H 1.255547 0.942364 -1.357617 -0.56 0.57 1.60
H 2.403700 0.928529 1.516888 0.17 0.32 -0.53
H 2.826537 2.125824 0.236761 0.00 -0.45 -0.10
H 3.175692 0.325365 0.052164 0.61 0.66 0.09
H 1.516630 -1.322849 1.652346 -0.09 0.78 1.82
H 2.576296 -1.779874 0.393252 -1.14 0.20 -0.24
H -2.886691 -2.384512 0.466099 0.73 0.80 -0.03
H 0.275000 -2.252780 -1.420625 0.16 -0.70 -0.11
H 1.375152 -1.113309 -1.962726 1.89 -0.31 -1.77
H -0.244215 -0.822727 -2.071403 0.41 0.01 0.59
H 1.050872 -3.357603 1.423404 0.07 -0.96 0.82
```
Forces are in eV/Å.

Net charge = +1
ΔE to the lowest compared entry with this formula, charge and spin = 6.481 eV

---

# 6
This record from the OMol25 dataset describes a gas-phase ion, C9H16N3O (charge +1). The level of theory is wB97M-V/def2-TZVPD.

Structure (XYZ):
```
29
Properties=species:S:1:pos:R:3:forces:R:3
C 3.357496 -0.519985 -0.340015 -1.16 -0.16 0.29
C -0.525775 -1.912705 -0.877054 0.07 0.03 0.05
C -0.969957 -2.028851 0.546704 0.00 -0.15 0.09
C 1.659330 -1.109065 1.846560 -0.18 -0.01 0.19
C -0.148553 -0.847094 0.116512 -0.47 0.24 -0.35
C -2.210897 0.620508 -0.086818 0.19 -0.10 0.02
C -0.093734 1.235110 -1.251718 -0.10 -0.08 0.23
C -0.277848 1.392177 1.250148 -0.05 -0.06 -0.20
C -0.683789 0.592630 0.009791 -0.03 -0.04 -0.05
N 1.233470 -0.900630 0.540015 -0.15 -0.34 0.19
N 2.174804 -0.634551 -0.334086 0.85 0.08 -0.41
N 4.563681 -0.272937 -0.641242 0.90 0.11 -0.12
O 2.820286 -1.090337 2.135136 0.41 0.10 -0.13
H 0.251387 -2.573045 -1.232911 0.07 -0.04 0.06
H -1.262325 -1.669929 -1.625406 -0.08 0.12 -0.02
H -2.012805 -1.874307 0.767325 -0.07 0.14 0.01
H -0.510707 -2.785011 1.164925 0.11 -0.07 0.01
H 0.822370 -1.284934 2.527093 0.03 -0.02 0.06
H -2.532169 1.637621 -0.296431 -0.05 0.08 0.00
H -2.668639 0.310096 0.849045 -0.09 -0.03 0.08
H -2.586542 -0.010359 -0.887308 -0.07 -0.09 -0.12
H -0.432602 2.263026 -1.336618 -0.02 0.15 -0.03
H 0.994282 1.239315 -1.233728 0.05 0.11 -0.04
H -0.417716 0.693515 -2.135174 -0.02 -0.04 -0.18
H -0.715392 2.385239 1.187947 -0.02 0.10 0.07
H 0.800628 1.516856 1.329474 0.13 0.05 0.03
H -0.647773 0.917012 2.156526 -0.04 -0.02 0.15
H 5.207983 -1.009622 -0.913403 -0.14 0.01 0.09
H 4.949757 0.659617 -0.526430 -0.10 -0.07 0.02
```
Forces are in eV/Å.

Net charge = +1
Structure (SMILES) = CC(C)(C)C1(N(C=O)N=C=[NH2+])CC1
ΔE to the lowest compared entry with this formula, charge and spin = 3.656 eV

---

# 7
This record from the OMol25 dataset describes a gas-phase ion, C9H16N3OS (charge +1). The level of theory is wB97M-V/def2-TZVPD.

Structure (XYZ):
```
30
Properties=species:S:1:pos:R:3:forces:R:3
C -1.303796 0.675681 0.025393 1.30 0.52 -1.13
C -3.905629 0.040104 0.527206 -2.80 -0.68 0.50
C -3.094067 -0.821444 -0.418906 1.39 -0.62 1.34
C -3.687753 1.468846 0.176058 -0.91 3.46 0.71
C 1.605444 -0.183277 -0.008322 0.44 2.23 -0.12
C -0.669499 -1.582361 0.002099 -0.16 -2.36 -0.21
C 3.796030 -0.159371 1.122833 -1.68 -0.55 1.39
C 3.837797 0.367237 -1.306538 -1.02 0.76 0.62
C 3.070602 0.503923 -0.030958 -1.43 0.86 2.25
N -0.454886 -2.746345 -0.123116 -0.11 3.41 0.64
N -1.589623 -0.624580 -0.052392 -3.00 2.01 -0.44
N -2.266413 1.591640 -0.152768 1.39 0.73 0.02
O 0.133446 -3.751222 -0.106509 0.51 -2.30 -0.28
S 0.348568 1.298434 0.019277 0.26 -0.99 0.27
H -5.097544 -0.172812 0.503401 3.01 0.13 0.04
H -3.506829 -0.163982 1.536099 -0.55 0.09 -0.23
H -3.185501 -1.853971 -0.172242 -0.71 -0.82 -0.36
H -3.217756 -0.575392 -1.456433 -0.02 -0.10 -0.53
H -4.364790 1.931087 -0.644082 1.35 -1.26 0.86
H -3.866999 2.259774 1.044651 0.21 -2.01 -1.36
H 1.408667 -0.754378 -0.883115 -0.02 -0.29 -0.86
H 1.375407 -0.791370 0.855551 0.40 0.19 0.32
H 3.261614 0.000047 2.097729 0.41 0.11 -0.80
H 4.837132 0.018291 1.313892 0.48 0.29 -0.49
H 3.596833 -1.188224 0.898424 0.75 -1.13 0.30
H 3.552141 -0.558483 -1.729338 0.73 -1.35 -0.58
H 4.872847 0.579367 -1.087199 0.36 -0.45 -0.41
H 3.451186 1.093125 -1.970123 -0.09 0.95 -1.06
H 2.932612 1.566182 0.268704 0.04 -0.34 -0.52
H -1.869247 2.533465 -0.249271 -0.51 -0.46 0.10
```
Forces are in eV/Å.

Net charge = +1
ΔE to the lowest compared entry with this formula, charge and spin = 4.325 eV

---

# 8
This record from the OMol25 dataset describes 2 unconnected molecules or ions with the total composition C9H16N4O2. The level of theory is wB97M-V/def2-TZVPD.

Structure (XYZ):
```
31
Properties=species:S:1:pos:R:3:forces:R:3
C 1.859576 -0.926257 0.270755 -3.64 -2.28 1.71
C 4.278921 -0.897214 0.042486 -0.63 1.84 -0.48
C 3.053914 -0.309381 0.085127 1.49 2.82 -0.79
C 2.729577 1.171715 0.001362 -0.71 -2.24 -0.75
C -3.463522 1.318122 0.536098 0.73 0.79 0.59
C 1.562851 1.360858 -0.520424 -3.08 1.21 -1.84
C 3.456775 2.196842 0.669665 -1.27 3.78 3.26
C -2.922134 -0.629695 -0.820917 -2.10 4.97 -2.82
C -2.770759 -1.806177 -0.037583 -2.25 -2.76 0.18
N 0.749585 -1.234993 0.518431 4.55 1.22 -0.38
N -2.557383 0.635393 -0.114667 -0.57 0.05 1.78
N 0.368544 1.444660 -0.843564 1.04 -0.39 1.17
N -1.465258 -2.432043 -0.070097 -0.07 -2.28 2.20
O 5.488173 -0.478341 -0.187128 -0.36 -1.96 0.93
O -4.687316 0.997506 0.426633 -2.28 -0.29 -0.85
H 4.192890 -1.870594 0.300399 0.71 -3.32 0.67
H -3.297245 2.143877 1.249086 0.91 -0.26 -0.68
H 2.884662 3.236394 0.607778 1.38 -2.10 -0.31
H 4.435188 2.295922 0.307487 1.46 0.45 -0.35
H 3.473248 2.065875 1.804030 0.26 -0.25 -1.39
H -2.339799 -0.561252 -1.722653 0.33 -0.46 -0.55
H -4.020244 -0.349143 -1.173428 2.21 -1.39 0.76
H -3.543744 -2.468570 -0.562607 0.80 0.27 1.41
H -3.077514 -1.517358 0.960246 -0.15 -0.79 0.44
H -1.598229 0.746142 0.202108 0.32 0.48 -0.38
H 5.658780 0.324236 -0.633294 -0.22 1.86 -0.71
H 0.005963 1.638756 -1.770112 0.74 0.18 -0.28
H -1.338856 -2.717099 -1.013748 0.55 -0.37 -1.06
H -1.506511 -3.397660 0.471255 0.05 2.59 -1.23
H -0.207698 -1.643219 0.407704 -1.29 -0.87 -0.46
H -5.402449 1.662696 0.609584 1.07 -0.51 0.24
```
Forces are in eV/Å.

Net charge = +2
ΔE to the lowest compared entry with this formula, charge and spin = 2.433 eV